{"formula": "C43H36MoN3O6", "method": "ωB97M-V/def2-TZVPD", "orbital_gap_ev": 4.646, "spin_multiplicity": 1, "charge": 3, "total_energy_ev": -63759.213, "relative_energy_kcal_mol": 69.74, "e_homo_ev": -16.452, "elements": ["Mo", "O", "C", "N", "C", "O", "C", "C", "C", "C", "C", "N", "C", "C", "C", "C", "C", "N", "H", "H", "H", "H", "H", "H", "H", "H", "C", "C", "C", "O", "C", "C", "O", "C", "O", "C", "C", "C", "C", "C", "C", "C", "C", "C", "C", "C", "C", "C", "O", "C", "C", "C", "C", "C", "C", "C", "C", "C", "C", "C", "C", "H", "H", "H", "H", "H", "H", "H", "H", "H", "H", "H", "H", "H", "H", "H", "H", "H", "H", "H", "H", "H", "H", "H", "H", "H", "H", "H", "H"], "xyz": [[1.21770, 1.24210, 0.35401], [1.50463, 3.47536, 3.61592], [1.47482, 3.22595, 2.46942], [1.92277, 1.89331, 1.94001], [3.27028, 1.37239, 2.33144], [3.65044, 1.40588, 3.44227], [4.01384, 0.92118, 1.11454], [5.29801, 0.44137, 1.18964], [5.92633, 0.05566, 0.00467], [5.24382, 0.15681, -1.19460], [3.94343, 0.64020, -1.19533], [3.34597, 1.03071, -0.06444], [1.08686, 4.09118, 1.32220], [0.70985, 5.40145, 1.50344], [0.39231, 6.14633, 0.36961], [0.45902, 5.54482, -0.87540], [0.82572, 4.20921, -0.96979], [1.15031, 3.49528, 0.11233], [5.79239, 0.38621, 2.15111], [6.94201, -0.31786, 0.02634], [5.70154, -0.13701, -2.12893], [3.37367, 0.71953, -2.11219], [0.67926, 5.81800, 2.50173], [0.09966, 7.18397, 0.46333], [0.23001, 6.09508, -1.77754], [0.86861, 3.70582, -1.92693], [-3.29771, -3.12374, -1.94441], [-2.80033, -2.65372, -0.60454], [-3.46442, -3.29373, 0.58670], [-1.37150, -2.87050, -0.50519], [-0.69505, -1.65410, -0.43089], [-1.78952, -0.65551, -0.00621], [-2.94678, -1.21973, -0.54801], [-1.73077, 0.77857, -0.58885], [-0.51741, 1.41419, 0.13502], [-1.33258, 0.82242, -2.04473], [-0.03105, 1.01389, -2.48602], [0.33300, 0.99437, -3.82210], [-0.65931, 0.76520, -4.76741], [-1.96809, 0.56217, -4.35679], [-2.30833, 0.59247, -3.01032], [-2.87636, 1.65965, -0.20057], [-3.75097, 1.31168, 0.83007], [-4.77423, 2.17336, 1.19246], [-4.92819, 3.38837, 0.54087], [-4.05673, 3.74613, -0.48229], [-3.03904, 2.88677, -0.85192], [0.47510, -1.89071, 0.55186], [1.16722, -0.49499, 0.55060], [1.58503, -2.75654, 0.00506], [2.70370, -2.97503, 0.81543], [3.77014, -3.71928, 0.34557], [3.72389, -4.26507, -0.93466], [2.61124, -4.06316, -1.73620], [1.54310, -3.30291, -1.27531], [0.07779, -2.17106, 1.97134], [-0.04355, -3.51343, 2.33007], [-0.49798, -3.85429, 3.59476], [-0.80582, -2.86571, 4.51889], [-0.67228, -1.52817, 4.17300], [-0.24203, -1.18180, 2.90090], [-3.19657, -4.20532, -2.02073], [-2.72774, -2.65488, -2.74666], [-4.35118, -2.87066, -2.06017], [-3.27392, -4.36643, 0.58912], [-4.54120, -3.13566, 0.54213], [-3.07729, -2.86909, 1.51439], [-0.26927, -1.36612, -1.40010], [-1.83711, -0.57559, 1.08604], [0.82130, 1.18842, -1.78139], [1.35729, 1.15751, -4.12894], [-0.40907, 0.75278, -5.81953], [-2.74138, 0.38662, -5.09275], [-3.33432, 0.44177, -2.70157], [-3.67474, 0.35872, 1.33545], [-5.46108, 1.88917, 1.97782], [-5.73572, 4.05207, 0.81965], [-4.19012, 4.68563, -1.00171], [-2.38224, 3.15787, -1.67045], [2.71807, -2.59325, 1.83068], [4.62298, -3.90709, 0.98470], [4.54605, -4.86982, -1.29398], [2.56172, -4.51377, -2.71824], [0.66890, -3.19511, -1.90189], [0.20330, -4.28871, 1.61705], [-0.60334, -4.89742, 3.86055], [-1.14233, -3.13797, 5.51002], [-0.90154, -0.75542, 4.89425], [-0.16292, -0.12718, 2.66325]], "atomic_forces_ev_per_a": [[-0.61, -0.93, -0.05], [-0.02, 0.03, 0.00], [0.21, -0.06, 0.08], [-0.18, -0.08, -0.23], [-0.10, 0.19, 0.10], [0.04, -0.05, -0.01], [0.06, -0.01, -0.01], [-0.01, 0.01, -0.01], [0.06, -0.02, 0.04], [-0.07, 0.03, -0.04], [0.14, 0.01, 0.04], [-0.28, 0.08, -0.14], [0.04, 0.07, 0.02], [0.02, -0.01, -0.02], [-0.01, 0.05, 0.05], [0.03, -0.08, -0.06], [0.03, 0.09, 0.05], [-0.01, -0.18, -0.06], [0.00, 0.00, 0.00], [0.00, 0.00, 0.00], [0.00, 0.00, 0.00], [-0.01, -0.01, 0.00], [-0.01, 0.01, -0.01], [0.00, 0.00, 0.00], [-0.01, 0.01, 0.01], [-0.02, 0.00, -0.01], [-0.07, -0.07, -0.03], [0.10, 0.14, 0.07], [-0.07, -0.05, 0.03], [-0.03, 0.03, -0.12], [0.01, -0.01, 0.12], [0.00, 0.08, 0.06], [0.04, -0.09, -0.10], [0.11, -0.01, -0.02], [0.26, 0.30, 0.21], [-0.06, 0.00, -0.01], [0.18, -0.05, 0.03], [-0.11, -0.02, -0.01], [0.07, 0.02, -0.01], [-0.06, -0.01, 0.02], [0.02, 0.02, -0.03], [-0.08, 0.01, 0.01], [0.02, -0.04, 0.01], [-0.01, 0.02, -0.01], [0.00, -0.02, 0.01], [-0.02, 0.01, 0.00], [0.04, -0.02, -0.02], [0.09, -0.09, -0.31], [0.16, 0.74, 0.30], [-0.07, -0.02, 0.00], [0.00, 0.01, 0.03], [0.00, -0.02, -0.03], [0.01, 0.00, 0.03], [-0.01, 0.01, 0.00], [0.00, 0.01, 0.01], [0.03, -0.09, 0.04], [0.01, 0.01, 0.05], [0.01, 0.00, -0.02], [0.00, 0.00, 0.01], [0.00, -0.01, 0.00], [-0.03, 0.00, 0.03], [0.01, 0.01, 0.00], [0.01, 0.01, 0.01], [0.01, 0.01, 0.02], [0.02, 0.01, -0.01], [0.01, 0.01, 0.00], [0.01, 0.00, 0.01], [-0.02, -0.04, -0.02], [-0.02, -0.05, -0.04], [0.09, 0.06, -0.02], [0.00, 0.00, 0.00], [0.01, 0.00, 0.00], [0.00, 0.00, 0.00], [0.00, 0.00, 0.01], [0.01, 0.02, -0.01], [0.00, 0.00, 0.00], [0.01, 0.00, 0.00], [0.01, -0.01, 0.00], [0.01, 0.01, 0.00], [0.00, 0.02, -0.02], [0.00, 0.00, 0.00], [0.00, 0.00, 0.00], [0.00, 0.00, 0.00], [-0.01, 0.01, -0.01], [-0.01, 0.00, 0.00], [0.00, 0.00, 0.00], [0.00, 0.01, 0.00], [0.00, 0.00, 0.00], [0.03, 0.03, -0.04]], "mulliken_charge": [-0.700, -0.385, -0.311, 0.706, -0.237, -0.381, 0.850, -0.742, -0.427, -0.833, -0.113, 0.343, 1.015, -0.829, -0.412, -0.929, -0.163, 0.469, 0.581, 0.511, 0.514, 0.565, 0.571, 0.499, 0.512, 0.687, -1.594, 0.922, -1.463, -0.412, -0.512, -0.940, -0.396, 2.250, -0.110, -0.524, 0.466, -1.271, -0.799, -1.053, -0.411, -0.614, -0.224, -1.084, -0.588, -1.105, -0.418, 2.290, 0.806, -0.315, -0.404, -1.037, -0.632, -1.045, -0.457, -0.079, -0.198, -0.991, -0.732, -1.234, -0.273, 0.397, 0.367, 0.384, 0.400, 0.400, 0.263, 1.165, 1.370, 1.148, 0.568, 0.495, 0.543, 0.617, 0.429, 0.491, 0.465, 0.503, 0.575, 0.590, 0.539, 0.497, 0.501, 0.558, 0.557, 0.518, 0.470, 0.529, 0.480]}